1.
Computed, not measured: C19H23NO4 in the gas phase, with ωB97M-V with the def2-TZVPD basis set.

ΔE to the lowest compared entry with this formula, charge and spin: 36.2 kcal per mole
Energy: -29755.96978 eV
HOMO level: -8.5 eV
SMILES: Cc1ccccc1OCc1ccc(C(=O)N2C[C@@H](C)O[C@@H](C)C2)o1

Cartesian coordinates (Å):
1 C -1.929 5.121 -0.703
2 C -0.631 4.849 -0.010
3 C -0.345 5.363 1.242
4 C 0.864 5.102 1.868
5 C 1.801 4.312 1.233
6 C 1.539 3.784 -0.021
7 C 0.331 4.049 -0.648
8 O -0.026 3.599 -1.890
9 C 0.845 2.754 -2.608
10 C 0.956 1.376 -2.032
11 C 2.031 0.658 -1.587
12 C 1.523 -0.591 -1.168
13 C 0.169 -0.544 -1.380
14 C -0.892 -1.585 -1.305
15 O -1.619 -1.796 -2.259
16 N -0.995 -2.282 -0.149
17 C -0.204 -2.127 1.046
18 C 0.621 -3.407 1.272
19 C 1.418 -3.342 2.567
20 O -0.240 -4.523 1.345
21 C -1.018 -4.691 0.173
22 C -1.886 -5.926 0.362
23 C -1.867 -3.437 -0.085
24 O -0.164 0.644 -1.918
25 H -2.417 4.184 -0.962
26 H -2.590 5.709 -0.071
27 H -1.750 5.660 -1.632
28 H -1.082 5.980 1.735
29 H 1.068 5.514 2.845
30 H 2.747 4.099 1.709
31 H 2.283 3.166 -0.497
32 H 0.391 2.693 -3.603
33 H 1.847 3.193 -2.699
34 H 3.056 0.968 -1.569
35 H 2.091 -1.414 -0.784
36 H 0.440 -1.252 0.971
37 H -0.885 -1.999 1.897
38 H 1.303 -3.536 0.412
39 H 1.969 -4.268 2.703
40 H 2.114 -2.509 2.540
41 H 0.741 -3.218 3.408
42 H -0.341 -4.832 -0.688
43 H -2.479 -6.104 -0.530
44 H -1.257 -6.790 0.556
45 H -2.547 -5.784 1.213
46 H -2.399 -3.515 -1.033
47 H -2.583 -3.305 0.733

Atomic partial charges in e from the natural (NBO) method, atoms 1 to 5: number 1, C, carries -0.62; number 2, C, carries -0.08; number 3, C, carries -0.19; number 4, C, carries -0.24; number 5, C, carries -0.20


2.
Computed, not measured: a 5-piece molecular cluster, C18H38F2NO12 overall in a non-equilibrium geometry, with ωB97M-V with the def2-TZVPD basis set.

ΔE to the lowest compared entry with this formula, charge and spin: 71.8 kcal per mole
Energy: -50758.43489 eV
HOMO level: -11.9 eV
Charge: +1

Cartesian coordinates (Å):
1 N -35.497 -27.980 27.713
2 H -35.598 -27.296 27.120
3 H -34.571 -28.003 27.775
4 H -35.788 -28.827 27.380
5 H -35.773 -27.903 28.604
6 C -37.997 -26.946 32.976
7 C -39.302 -27.244 32.440
8 O -39.146 -27.338 30.920
9 C -37.970 -26.873 30.733
10 O -37.519 -26.461 29.635
11 O -37.295 -26.606 31.869
12 F -40.088 -26.117 32.711
13 H -37.404 -27.838 33.351
14 H -37.972 -26.117 33.663
15 H -39.905 -28.081 32.931
16 C -30.974 -26.220 31.562
17 C -30.888 -24.898 30.689
18 O -32.177 -24.829 30.220
19 C -32.882 -25.960 30.613
20 O -34.053 -26.196 30.295
21 O -32.215 -26.833 31.143
22 F -30.147 -24.953 29.645
23 H -31.048 -25.902 32.509
24 H -30.064 -26.939 31.439
25 H -30.576 -23.965 31.240
26 C -35.572 -31.311 25.720
27 O -34.578 -30.304 25.972
28 C -33.491 -30.113 25.098
29 C -32.352 -29.399 25.781
30 O -32.634 -28.287 26.062
31 C -31.707 -27.491 26.893
32 C -32.101 -26.079 26.602
33 O -33.430 -25.831 26.945
34 C -33.977 -24.590 26.855
35 H -35.830 -31.226 24.637
36 H -36.732 -31.146 25.966
37 H -35.415 -32.336 25.920
38 H -33.827 -29.794 24.171
39 H -33.116 -31.047 24.794
40 H -31.574 -29.400 25.085
41 H -31.808 -29.949 26.489
42 H -30.543 -27.689 26.502
43 H -31.806 -27.615 27.876
44 H -31.775 -25.731 25.418
45 H -31.478 -25.477 27.130
46 H -33.285 -24.231 27.606
47 H -34.813 -24.315 27.399
48 H -33.763 -23.926 25.978
49 C -38.331 -28.045 24.628
50 O -38.136 -28.550 25.944
51 C -39.241 -29.160 26.436
52 C -39.057 -29.343 27.970
53 O -38.049 -29.915 28.141
54 C -37.815 -30.463 29.421
55 C -36.405 -31.181 29.461
56 O -35.316 -30.295 29.613
57 C -33.999 -30.734 29.148
58 H -38.741 -28.757 23.898
59 H -37.412 -27.796 24.042
60 H -38.816 -27.101 24.690
61 H -39.498 -30.105 25.724
62 H -40.189 -28.531 26.295
63 H -40.063 -29.911 28.260
64 H -39.193 -28.451 28.565
65 H -38.706 -30.927 29.733
66 H -37.643 -29.621 30.163
67 H -36.401 -31.736 28.454
68 H -36.325 -32.087 30.157
69 H -33.260 -30.180 29.683
70 H -34.010 -30.919 28.120
71 H -33.684 -31.834 29.433

Atomic partial charges in e from the Mulliken method, atoms 1 to 5: number 1, N, carries 0.58; number 2, H, carries 0.37; number 3, H, carries -0.01; number 4, H, carries -0.22; number 5, H, carries 0.16


3.
Computed, not measured: C3H5NO3 in the gas phase in a non-equilibrium geometry, with ωB97M-V with the def2-TZVPD basis set.

ΔE to the lowest compared entry with this formula, charge and spin: 131.0 kcal per mole
Energy: -10820.00745 eV
HOMO level: -10.3 eV
SMILES: C=C(C)O[N+](=O)[O-]

Cartesian coordinates (Å):
1 C -0.597 0.327 -1.502
2 C -0.325 0.284 -0.210
3 C -1.156 -0.342 0.861
4 O 0.846 0.891 0.258
5 N 1.974 0.067 0.394
6 O 2.921 0.639 0.800
7 O 1.837 -1.070 0.093
8 H 0.074 0.789 -2.205
9 H -1.508 -0.090 -1.889
10 H -0.631 -1.199 1.284
11 H -1.330 0.378 1.659
12 H -2.105 -0.675 0.457

Atomic partial charges in e from the natural (NBO) method, atoms 1 to 5: number 1, C, carries -0.40; number 2, C, carries 0.28; number 3, C, carries -0.67; number 4, O, carries -0.38; number 5, N, carries 0.74


4.
Computed, not measured: a 10-piece molecular cluster, C4H31N2O10 overall in a non-equilibrium geometry, with ωB97M-V with the def2-TZVPD basis set.

ΔE to the lowest compared entry with this formula, charge and spin: 68.6 kcal per mole
Energy: -28100.61226 eV
HOMO level: -12.5 eV
Charge: +1

Cartesian coordinates (Å):
1 N 2.074 -1.616 -0.556
2 C 1.889 -0.153 -0.123
3 C 2.196 0.738 -1.327
4 O 3.561 1.163 -1.074
5 C 0.400 0.034 0.302
6 N 0.164 -0.042 1.737
7 C -1.090 -0.678 2.180
8 H 1.995 -2.140 0.331
9 H 3.045 -1.782 -0.823
10 H 1.408 -2.001 -1.249
11 H 2.599 -0.039 0.688
12 H 1.515 1.594 -1.441
13 H 2.059 0.282 -2.315
14 H 3.676 1.903 -1.684
15 H 0.082 0.992 -0.109
16 H -0.190 -0.732 -0.209
17 H 0.142 0.892 2.118
18 H -1.660 -1.179 1.397
19 H -1.724 0.034 2.717
20 H -0.928 -1.443 2.968
21 H -1.940 2.570 0.607
22 H -3.205 2.486 1.368
23 O -2.554 1.890 0.986
24 H -0.069 -2.369 -3.353
25 H -0.126 -1.203 -2.423
26 O 0.513 -1.752 -2.902
27 H -3.207 0.625 -0.021
28 H -4.385 0.299 -1.045
29 O -3.570 -0.022 -0.662
30 H 0.108 3.242 2.437
31 H 1.792 3.063 2.532
32 O 0.948 2.916 2.128
33 H -0.115 3.510 0.358
34 H -0.438 2.947 -1.008
35 O -0.838 3.473 -0.288
36 H 0.184 1.897 -3.362
37 H -1.007 1.451 -2.582
38 O -0.162 1.906 -2.460
39 H 0.183 -3.215 0.858
40 H -1.078 -3.844 1.239
41 O -0.623 -3.579 0.426
42 H -2.275 -1.133 -1.195
43 H -1.388 -2.319 -0.651
44 O -1.440 -1.617 -1.322
45 H 0.767 -1.698 2.151
46 H 1.382 -2.850 2.777
47 O 1.330 -2.502 1.879

Atomic partial charges in e from the natural (NBO) method, atoms 1 to 5: number 1, N, carries -0.72; number 2, C, carries -0.06; number 3, C, carries -0.11; number 4, O, carries -0.72; number 5, C, carries -0.28


5.
Computed, not measured: a 2-piece molecular cluster, C2HNO5 overall in a non-equilibrium geometry, with ωB97M-V with the def2-TZVPD basis set.

ΔE to the lowest compared entry with this formula, charge and spin: 5.2 kcal per mole
Energy: -13813.77980 eV
HOMO level: 0.4 eV
Charge: -2

Cartesian coordinates (Å):
1 C -1.264 0.572 1.682
2 C 0.187 -0.290 -0.220
3 N -0.127 0.532 0.635
4 O -2.374 0.284 1.296
5 O -0.912 1.115 2.766
6 O 0.059 -1.409 -0.684
7 O 1.787 -0.375 -2.302
8 O 1.467 0.702 -1.404
9 H 1.176 -1.132 -1.769

Atomic partial charges in e from the natural (NBO) method, atoms 1 to 5: number 1, C, carries 0.89; number 2, C, carries 0.85; number 3, N, carries -0.70; number 4, O, carries -0.77; number 5, O, carries -0.81


6.
Computed, not measured: a 5-piece molecular cluster, C24H40ClN6O7P overall in a non-equilibrium geometry, with ωB97M-V with the def2-TZVPD basis set.

ΔE to the lowest compared entry with this formula, charge and spin: 0.0 kcal per mole
Energy: -70621.86391 eV
HOMO level: -8.8 eV
SMILES: CC(=O)OCCc1cnc2cc(P(O)Cl)ccc2n1.CNC(C)=O.CNC(C)=O.CNC(C)=O.CNC(C)=O

Cartesian coordinates (Å):
1 C -5.473 1.842 1.743
2 C -4.300 2.785 2.237
3 O -3.231 2.264 2.451
4 O -4.617 4.124 2.428
5 C -3.524 5.005 2.133
6 C -3.549 5.543 0.626
7 C -2.720 4.623 -0.343
8 C -1.393 5.106 -0.831
9 N -0.561 4.399 -1.640
10 C -1.113 3.167 -1.966
11 C -0.316 2.248 -2.855
12 C -0.765 0.938 -3.282
13 P 0.295 -0.169 -4.385
14 O 1.574 -0.703 -3.431
15 Cl 0.980 1.161 -5.908
16 C -2.175 0.457 -2.828
17 C -2.930 1.353 -1.974
18 C -2.444 2.705 -1.514
19 N -3.284 3.430 -0.679
20 H -6.194 2.362 1.063
21 H -6.049 1.549 2.675
22 H -5.064 0.887 1.309
23 H -3.690 5.931 2.765
24 H -2.511 4.621 2.420
25 H -4.632 5.621 0.325
26 H -3.098 6.581 0.591
27 H -1.055 6.128 -0.506
28 H 0.691 2.593 -3.215
29 H 1.653 -0.187 -2.596
30 H -2.611 -0.535 -3.115
31 H -3.954 1.028 -1.638
32 C 0.726 -1.790 2.129
33 N 1.080 -0.571 1.431
34 C 0.708 -0.185 0.186
35 C -0.180 -1.107 -0.601
36 O 1.096 0.890 -0.269
37 H 0.211 -1.518 3.053
38 H 1.646 -2.325 2.376
39 H 0.083 -2.432 1.534
40 H 1.675 0.097 1.898
41 H -0.400 -0.664 -1.569
42 H 0.321 -2.066 -0.757
43 H -1.125 -1.257 -0.075
44 C 5.807 1.967 -2.441
45 N 6.088 2.248 -1.048
46 C 5.242 2.162 0.017
47 C 3.825 1.723 -0.245
48 O 5.643 2.437 1.139
49 H 6.480 1.176 -2.778
50 H 6.000 2.871 -3.023
51 H 4.778 1.654 -2.595
52 H 7.019 2.547 -0.797
53 H 3.275 1.703 0.691
54 H 3.332 2.425 -0.919
55 H 3.816 0.719 -0.673
56 C 4.753 -5.436 -3.036
57 N 3.533 -5.337 -2.261
58 C 2.823 -4.219 -1.948
59 C 3.335 -2.895 -2.450
60 O 1.803 -4.310 -1.278
61 H 4.566 -6.082 -3.896
62 H 5.525 -5.890 -2.411
63 H 5.096 -4.465 -3.384
64 H 3.129 -6.184 -1.891
65 H 2.668 -2.106 -2.122
66 H 4.330 -2.699 -2.044
67 H 3.364 -2.893 -3.541
68 C -2.231 -4.305 5.690
69 N -2.025 -3.989 4.292
70 C -2.925 -3.490 3.399
71 C -4.324 -3.219 3.887
72 O -2.586 -3.278 2.245
73 H -1.536 -3.709 6.286
74 H -2.012 -5.364 5.842
75 H -3.248 -4.098 6.011
76 H -1.111 -4.145 3.893
77 H -4.921 -2.827 3.066
78 H -4.785 -4.143 4.240
79 H -4.306 -2.477 4.687

Atomic partial charges in e from the Mulliken method, atoms 1 to 5: number 1, C, carries -0.95; number 2, C, carries 0.74; number 3, O, carries -0.54; number 4, O, carries -0.38; number 5, C, carries -0.38